A structure of composition C6H8OS. Source: OMol25; level of theory: the ωB97M-V functional and the def2-TZVPD basis.

The geometry in XYZ format:
```
16
C6H8OS (the ωB97M-V functional and the def2-TZVPD basis)
C -2.658 0.081 0.886
C -2.070 -0.564 -0.123
C -0.790 -0.237 -0.851
C 1.621 0.457 -0.151
C 2.459 -0.459 0.713
C 1.026 -0.780 0.344
H -2.296 1.015 1.221
H -3.538 -0.303 1.455
H -2.375 -1.578 -0.398
H -0.863 -0.158 -1.905
H 1.932 0.146 -1.138
H 2.548 -0.348 1.790
H 3.302 -0.887 0.222
H 0.531 -0.576 1.285
O 0.137 -1.324 -0.565
S 0.133 1.393 -0.182
```

Computed properties:
Total charge ... 0
F_max ... 2.39 eV/A
Relative energy (zero: lowest compared OMol25 entry of this formula, charge and spin) ... 106.7 kcal/mol

***

The molecule C3H4N4. Source: OMol25; level of theory: the ωB97M-V functional and the def2-TZVPD basis.

The geometry in XYZ format:
```
11
C3H4N4 (the ωB97M-V functional and the def2-TZVPD basis)
C 2.168 0.240 0.009
C 1.116 -0.610 0.039
N -0.273 -0.291 -0.026
N -0.820 0.943 -0.042
C -2.137 0.668 0.017
N -2.341 -0.639 0.037
N -1.204 -1.216 -0.032
H 3.215 -0.185 -0.101
H 2.040 1.387 0.111
H 1.209 -1.655 -0.010
H -2.974 1.359 -0.002
```

Computed properties:
Total charge ... 0
F_max ... 2.31 eV/A
Relative energy (zero: lowest compared OMol25 entry of this formula, charge and spin) ... 68.9 kcal/mol

***

A cluster of 2 separate species, C4H8N2O6 in total. Source: OMol25; level of theory: the ωB97M-V functional and the def2-TZVPD basis.

The geometry in XYZ format:
```
20
C4H8N2O6 (the ωB97M-V functional and the def2-TZVPD basis)
C -2.307 -1.832 0.388
C -0.904 -1.429 0.022
C -0.783 0.028 -0.427
C 0.764 0.261 -0.483
O 1.069 0.258 0.811
O 4.914 0.703 -0.750
N 4.787 0.655 0.493
O 5.480 1.386 1.277
O -1.506 0.832 0.478
N -1.213 2.270 0.131
O -1.658 3.051 0.949
O -0.614 2.458 -0.920
H -2.370 -2.916 0.553
H -2.564 -1.327 1.326
H -2.994 -1.542 -0.415
H -0.251 -1.605 0.886
H -0.486 -2.105 -0.749
H -1.336 0.199 -1.363
H 1.088 -0.567 -1.176
H 0.884 1.220 -1.030
```

Computed properties:
Total charge ... 0
F_max ... 6.60 eV/A
Relative energy (zero: lowest compared OMol25 entry of this formula, charge and spin) ... 123.7 kcal/mol